211
Properties=species:S:1:pos:R:3:forces:R:3 method="wB97M-V/def2-TZVPD" orbital_gap_ev=7.1 max_force_ev_per_a=4.1 multiplicity=1 energy_ev=-169597.1887 homo_energy_ev=-9.263 lumo_ev=-2.16
C -3.35400 -7.38839 2.52902 -2.03 0.44 -0.40
H -0.23673 -4.07337 -5.39608 0.40 -0.69 0.16
C -3.82707 3.45248 -0.73768 0.91 -0.48 -0.43
C 2.86518 -4.54656 -0.80303 -0.02 2.76 0.11
N 1.42696 4.49406 -0.88696 0.99 0.27 1.76
C -1.46935 -7.13794 -1.94984 -0.46 0.00 0.88
C -1.31480 -6.15036 2.34232 1.12 0.91 -0.47
O 3.88867 3.01132 6.32751 0.93 0.72 -1.21
H 1.13531 3.71779 -1.46354 0.08 0.11 -0.31
H 0.95068 -1.30789 -5.09235 -0.18 0.10 -0.49
O -1.71427 -3.67562 -7.19021 -0.97 0.52 -0.64
H -0.44129 5.05160 -0.72907 -0.66 0.49 0.50
O -1.90071 -1.76534 -0.57392 2.27 2.24 0.19
O 4.03423 5.72081 1.53505 -1.53 -0.44 0.74
H 2.85034 -3.53160 -1.17186 0.25 0.14 -0.05
H 6.08651 -1.85794 5.69736 1.02 -0.05 -0.02
C -5.34586 -0.80578 2.84834 1.58 -2.10 -3.09
H 9.38381 -1.90473 0.69235 -0.47 -0.49 -0.09
H 1.84958 -2.71571 -4.67590 0.29 -0.29 -0.68
H 1.99190 2.95451 4.61020 -0.18 -0.07 -0.16
H 0.12130 -6.62957 3.43690 0.06 -0.37 0.52
C 4.97911 5.24035 3.62157 0.18 0.43 0.82
H 9.37124 0.10587 6.76834 0.87 0.83 0.14
H -1.18030 3.65733 2.97431 -0.12 -0.71 -0.21
C -2.86956 3.40157 6.54379 0.16 -0.50 -2.31
N 1.03813 -3.51252 -7.01301 -0.69 -0.86 -0.19
C 3.89766 3.60494 5.24615 0.18 0.92 1.01
H -3.44919 5.57458 8.74027 0.22 0.54 -0.11
H -8.63755 -1.19646 0.23039 -0.63 -0.20 0.07
O 2.07964 -5.13907 -2.93117 0.61 0.53 1.37
C 0.48884 5.60525 -0.85726 -0.97 -2.53 -1.23
H 5.08318 1.09255 3.19522 -0.66 0.53 -0.24
O 3.25196 -6.40696 2.23814 -0.60 -0.81 -0.84
C -7.63692 0.60090 -0.07557 -0.33 0.93 0.83
C -2.97764 -1.75148 2.75212 -2.07 -0.51 1.96
C -1.16846 -2.63511 -6.41433 0.86 0.44 -1.01
O 4.43978 1.01409 -0.65898 -1.10 -0.07 -0.83
H -1.06608 -4.68470 0.88659 -0.18 0.08 -0.23
C -1.64312 5.70714 5.29503 -0.18 -1.49 0.34
C 2.90294 -6.12859 0.94721 1.64 0.06 3.75
C -3.14754 -7.00016 -3.77350 -0.25 0.41 -0.35
H -8.95498 -0.00146 1.51077 0.35 -0.05 0.09
O 1.59533 6.70762 -2.62135 0.69 0.86 -0.18
H 0.47317 -2.44017 -3.87211 -0.93 -0.06 -0.12
H -3.52635 2.57934 6.78663 0.24 -0.09 0.48
H 2.42047 -0.83531 0.04257 0.20 -0.07 0.10
O -3.88030 -0.42989 6.18010 0.64 -0.61 -2.06
C 8.01926 -0.52735 0.75080 0.45 2.16 -1.00
C 2.36440 2.09638 -3.51169 -1.26 -1.71 -3.18
H 9.05311 1.62128 5.75449 0.22 0.06 0.11
O -2.19069 -2.37644 2.10689 1.28 -0.36 -0.47
C 2.44487 -5.46545 -1.64252 -0.53 -0.26 -2.63
C -2.69415 -7.71432 -2.56969 -1.99 -1.87 -0.99
H -2.96842 4.22600 -5.09332 0.59 -0.15 -0.19
H 0.65601 6.16547 1.19639 -0.08 0.28 -0.01
H 3.60756 -5.61409 2.64620 0.11 0.57 0.11
C 7.03157 -1.45584 0.10747 -1.06 -2.81 0.23
O 9.29082 -0.96872 0.88431 -0.74 0.73 0.47
C 6.63206 0.49212 5.07257 0.73 -0.67 0.94
H 4.14009 -0.29768 2.71077 0.23 -0.47 0.30
C -0.17915 1.15357 0.82527 1.52 2.58 1.10
H -1.14043 6.53234 4.81260 -0.13 0.24 0.23
C -3.89974 -6.63482 1.52731 0.86 -0.94 0.45
O 2.24174 1.37107 1.30075 -2.76 -0.17 -1.30
H 0.59978 0.05526 -2.76390 0.67 0.07 0.13
H -0.60175 1.12514 -2.11279 0.29 0.73 0.01
H 2.56715 2.57722 -7.09231 -0.37 0.37 0.19
O 7.19951 -2.69848 0.02673 0.57 2.93 0.25
H -4.77865 3.22830 0.86334 -0.69 0.26 0.12
O -3.89991 4.22819 -4.86111 -1.12 -0.09 1.32
H 0.29005 3.18079 -4.40024 -0.28 0.76 0.10
H -5.40838 -6.02694 0.68954 -0.39 0.22 -0.80
C 0.13825 -3.19115 -5.91491 -0.57 -0.35 1.35
H -6.29887 -0.71893 2.34774 -0.11 0.31 0.12
H -1.76880 3.10055 -0.96958 0.11 -0.25 0.08
H 0.05195 7.44467 0.08016 0.03 0.05 0.27
O -0.88493 -7.83612 -0.95873 0.37 0.82 -0.19
O 6.00873 4.71507 5.65863 -0.48 0.08 -0.71
H -7.48903 -0.64862 -1.83294 0.38 -0.16 -0.20
C 4.96648 4.58538 4.80677 1.20 -0.10 0.11
H 5.07810 -1.45219 -0.92177 0.10 -0.31 0.14
H 0.11522 5.43725 -3.02369 -0.09 -0.85 0.44
H -2.13703 -1.88747 4.87587 0.28 -0.01 -0.31
C -5.01690 4.27636 -2.75164 -1.83 -1.10 0.56
H -4.17285 0.49685 -2.44782 0.07 0.26 -0.06
H 2.82414 1.11173 -3.42698 0.49 0.03 0.47
C -5.19189 -0.25511 4.16230 0.20 -0.87 -1.30
C -8.83218 -0.14409 0.43715 -0.50 -0.55 -0.16
C 1.40926 -0.47284 0.15427 0.72 -2.11 -1.82
H 0.47003 -4.17344 -7.52344 -0.37 0.18 -1.15
H 1.56686 4.11222 -4.85854 -0.42 0.50 0.18
H 2.75058 7.07839 -4.37138 0.16 0.43 0.87
H -3.37188 -4.09160 -8.26010 -0.24 -0.14 0.35
H 8.14165 1.22207 7.26722 -0.30 0.35 -0.04
O -3.87111 3.20013 0.55162 0.95 -0.53 0.64
N -7.80690 2.01323 0.34056 0.52 -0.35 -0.95
H 8.73429 1.30547 1.08904 -0.50 1.16 0.34
O 7.87997 -0.08531 5.66408 -3.05 0.56 -1.72
O -1.55004 3.71115 -3.56028 -0.65 0.26 -0.24
H -7.30164 2.53084 -0.36433 0.26 0.66 0.22
O -1.08107 4.51866 3.38646 -0.52 0.00 1.19
H 5.84028 5.85668 3.40963 0.06 0.07 -0.10
H -4.77337 -0.10703 6.32071 -0.47 0.44 0.45
O 1.70749 4.21730 2.28122 1.17 -0.59 2.35
H -3.35771 -2.41563 -7.81913 0.49 0.30 0.22
H -4.57354 0.21938 -0.77530 -0.36 0.23 0.31
O -6.12910 0.36545 4.63325 1.43 -0.09 1.28
H 3.42486 3.57228 -5.87291 -0.22 0.08 0.13
C -2.03321 -7.17956 3.12552 -2.51 -0.47 -1.61
C -2.86549 4.56344 7.18112 -1.71 1.08 2.45
C 5.80145 -0.85998 -0.38099 -0.17 1.44 -0.02
H 1.04444 7.58818 -4.44381 0.04 0.57 0.27
O -2.32268 2.21348 4.48846 0.27 3.21 1.62
H -0.90192 -1.78376 -7.04065 -0.33 0.39 -0.22
O -1.77008 -3.74715 -3.18849 0.37 -0.79 -0.15
O 0.63258 -2.44426 -0.98496 1.24 0.79 0.55
O 1.77054 -7.65723 -2.09138 1.16 0.50 0.96
H 3.73656 1.85594 -6.10378 0.42 0.01 0.16
O -4.51877 -1.78417 0.77007 -0.55 0.58 3.35
H -2.97451 -4.10527 -5.08521 0.51 0.16 0.36
C 6.50640 1.43794 0.45060 1.76 -0.32 0.40
O -0.41926 2.34605 1.41453 -1.04 -0.52 -0.45
C -1.81942 -4.96353 -3.16037 -0.38 -1.33 0.95
H 3.94563 0.38997 4.37279 -0.22 0.07 -0.11
C -1.10842 -5.86696 -2.21827 0.63 0.16 0.23
C 0.20155 1.06647 -2.84721 1.19 0.58 -1.00
O -3.29849 -5.00857 -5.05910 -0.35 -1.71 0.48
H 4.68740 -1.74388 5.14370 -0.67 -0.06 -0.43
C 4.63852 0.16719 3.56138 1.74 0.48 0.67
H -9.77944 0.21294 0.03301 -0.07 -0.25 -0.50
C 8.65112 0.82985 6.38705 0.07 -1.18 0.41
H 1.67128 -4.21180 -6.65215 0.90 0.32 0.45
N 5.63516 -1.78351 4.79690 -0.49 0.34 0.65
H -2.12704 0.80098 0.48845 -0.40 -0.20 0.21
C -1.00759 -0.94467 -0.26743 -1.20 -0.02 1.37
C -1.75600 -5.40744 1.29654 -0.03 -0.55 0.94
C -1.65028 4.51437 4.62310 0.78 2.10 -0.87
H -0.23805 -2.80071 -1.17616 -0.81 -0.31 -0.31
H 6.56677 -0.72200 3.30816 0.29 0.11 -0.07
H -5.98841 4.42257 -3.20018 0.00 0.47 -0.15
O -6.08789 0.95569 -2.07607 -2.00 -0.71 0.66
H 1.88775 -5.94183 -3.42143 -0.13 -0.64 0.09
H -1.17783 -8.74825 -0.89683 -0.53 -0.23 -0.34
C 0.74582 6.61365 0.20687 0.34 0.18 -0.26
C 0.83831 -2.37434 -4.89702 1.11 1.05 1.82
H 4.51836 1.96949 -0.60771 -0.06 0.69 0.35
H -2.32503 -3.14882 -9.13622 0.50 0.81 0.12
H 5.83499 4.09977 6.37473 -0.03 -0.34 0.61
H 2.33208 4.85502 -1.15261 0.24 -0.31 -0.26
O -2.24429 6.89317 7.29044 -0.18 -2.14 -0.71
C 3.89532 5.22768 2.63948 1.76 -1.57 1.18
C -4.35418 -1.49434 2.14716 -1.38 1.93 -1.20
H -8.76861 2.27342 0.17467 -0.35 0.09 0.09
C -2.90699 -1.48799 4.23247 -1.28 1.72 -0.23
H -0.20091 1.12295 -3.85863 -0.36 0.09 0.08
O -3.31136 -8.72572 -2.16646 2.10 2.18 -0.29
O -5.12856 -6.87833 1.03369 0.57 0.12 0.96
H 6.83929 1.44956 4.59459 0.29 0.01 -0.23
C 5.54014 0.46818 -0.23366 1.29 -0.74 0.67
C 2.82468 3.58789 4.34243 -2.04 0.06 -2.54
C 2.95120 2.61114 -6.07276 0.77 -1.90 0.17
C -2.77412 -5.74727 -4.03969 0.01 2.30 -0.72
C 0.36093 6.15097 -2.23736 -0.26 0.51 -1.16
H -3.88628 -7.38063 -4.46336 -0.17 -0.58 0.36
H -1.88611 -2.33299 -5.65158 0.23 0.16 0.42
H -4.10043 -8.03921 2.95991 0.38 -0.51 0.37
C 1.74333 6.87400 -4.00839 -0.59 -0.46 -0.95
C -1.14403 0.35870 0.42156 -2.74 -0.56 -1.09
N 0.96486 3.34897 -5.13267 -0.16 -1.06 0.08
C 5.93092 -0.48486 4.16113 -0.43 -1.18 -1.26
C 2.77888 4.28306 3.16011 -1.54 0.26 -1.61
H -5.02974 -0.91152 -2.00911 -0.76 -0.17 -0.06
C -2.26766 3.28498 5.15537 -0.82 -2.84 0.18
H -0.51443 6.80014 -2.25827 0.13 1.07 -0.13
C 7.77617 0.85033 0.88591 0.85 -4.02 -0.41
H 1.49211 5.97406 -4.56972 -0.21 -0.51 0.25
O 6.31061 2.63446 0.54006 -0.99 -0.40 -0.47
O -3.64325 4.72296 8.34193 1.27 -0.85 -1.81
C -3.10460 -5.58232 0.78980 1.31 -0.47 0.96
O -1.58641 -7.79448 4.06500 0.61 0.48 -0.05
C 0.43097 -1.26231 -0.36528 0.51 -0.75 -0.43
H 0.38889 2.86383 1.39412 0.86 0.39 0.28
C -2.69494 3.31733 -1.48112 0.24 0.79 -0.19
C 3.15674 -4.70135 0.61563 0.98 1.81 -1.36
O -3.54434 -5.01121 -0.17429 -0.90 0.51 -0.60
C -2.22663 5.82758 6.65923 0.61 1.33 -0.56
H -0.25683 -5.51076 -1.65763 -0.02 0.42 0.03
H 2.67792 -8.15567 0.38123 -0.22 0.03 0.54
C -3.96471 4.04188 -3.50411 2.78 0.75 -2.29
H 1.75857 6.97325 0.02487 0.09 0.26 0.39
C -3.86273 -0.69562 4.81510 -0.24 -0.30 1.87
H 5.86236 0.66672 5.82436 0.32 0.34 0.82
H 3.07818 2.91408 -3.41180 -0.35 0.11 0.95
C 1.26920 0.82248 0.74058 1.65 -1.13 1.53
O 3.67169 -3.78417 1.30470 -1.77 -3.26 -1.08
H 1.92398 4.69893 1.47948 0.37 0.25 -0.83
H -3.82514 -2.38099 0.47972 0.76 -0.21 -0.07
H -8.18112 0.93269 -2.13491 0.21 0.23 -0.10
C -5.07953 3.95881 -1.30843 -1.07 2.03 -1.33
O 1.19980 2.15065 -2.69981 -0.76 -0.70 1.19
C -2.58051 3.71984 -2.92798 -1.80 -1.01 2.52
C 1.88665 2.20082 -5.04557 0.20 1.93 0.07
C -2.70864 -3.23805 -8.11986 -0.38 -1.71 -0.37
O -0.07098 -5.99986 2.73828 1.22 0.67 -0.12
C 2.28545 -6.88442 -1.28040 -1.40 -0.03 -0.40
H 1.34227 1.31210 -5.36483 0.26 -0.17 0.02
C -4.97031 0.15425 -1.78843 1.09 -0.04 -0.27
C -7.38742 0.41131 -1.59984 1.18 0.28 1.00
C 2.59232 -7.11305 0.11290 0.06 -1.40 -0.65
O -6.05091 4.29531 -0.62964 1.42 -1.02 -0.38
H -6.89343 0.21740 0.62317 1.01 -0.11 -0.95